# 1
The following is a quantum chemistry calculation of a gas-phase ion, C4H13N2 (charge +1), from the Open Molecules 2025 dataset.

Results
Total energy   -7330.367 eV
LUMO   -3.44 eV
Structure (SMILES)   CNC[C@@H](C)[NH3+]
Total charge   +1

```
19
Properties=species:S:1:pos:R:3:forces:R:3:nbo_charge:R:1
N -1.44982 0.39806 0.46828 -3.13 1.67 1.78 -0.65
N 1.21164 -1.22077 -0.29241 0.57 1.16 -0.01 -0.74
C -0.04898 0.77742 0.53714 -1.42 0.35 0.18 -0.28
C 0.39359 0.13302 -0.79246 6.07 0.45 1.28 0.03
C 1.57819 0.81809 -1.43267 0.74 4.20 -2.73 -0.70
C -1.91451 -0.66577 1.34892 -0.66 -0.10 -0.50 -0.43
H 0.59570 -1.43828 0.45218 -1.06 -1.97 0.51 0.43
H 1.41473 1.96339 -1.75117 -0.37 -2.33 1.03 0.27
H -1.61300 -0.57827 2.36598 0.25 0.43 1.12 0.18
H 0.08136 1.89374 0.73649 0.01 -1.37 -1.23 0.27
H -2.99320 -0.57422 1.27369 -0.18 -0.48 0.39 0.23
H -1.67836 -1.68503 1.08556 0.35 -0.42 -0.73 0.18
H 1.92245 0.49142 -2.44094 -0.47 -0.66 0.78 0.25
H -0.33668 -0.22850 -1.46312 -1.00 -0.14 -0.27 0.26
H 2.07585 -0.97607 0.29392 -1.03 -0.19 -1.83 0.44
H 2.49795 0.94019 -0.83536 -0.59 -0.46 0.26 0.23
H -2.19913 1.13890 0.70306 2.44 -0.81 -0.81 0.40
H 0.45464 0.35498 1.44621 -0.15 -0.07 -0.68 0.19
H 1.39518 -1.91982 -1.06316 -0.36 0.73 1.46 0.46
```
Forces are in eV/Å.


# 2
The following is a quantum chemistry calculation of 2 unconnected molecules or ions with the total composition C4H13N2, from the Open Molecules 2025 dataset.

Results
Total energy   -7330.767 eV
LUMO   -5.46 eV
Total charge   +1

```
19
Properties=species:S:1:pos:R:3:forces:R:3:nbo_charge:R:1
N -1.36722 0.49160 -0.52687 -2.19 2.23 2.86 -0.40
N 2.09075 -0.80799 1.08434 -0.56 1.84 -0.59 -0.60
C -1.29071 0.12993 -1.90743 -0.08 -0.60 -0.86 -0.44
C -2.25605 1.29591 0.02568 1.74 -0.76 -1.66 0.13
C 1.70081 0.62002 0.86454 -0.28 -0.26 2.10 -0.43
C 0.99165 -1.64886 0.60932 0.49 -0.64 0.39 -0.43
H 2.48974 1.34917 1.20312 -0.74 -0.89 -0.48 0.24
H 0.62743 -1.42383 -0.41481 0.31 -0.11 0.04 0.13
H 0.78499 0.82384 1.51971 1.05 -0.13 -0.69 0.16
H 1.29033 -2.70488 0.66399 -0.09 0.30 -0.29 0.24
H -2.10462 0.57015 -2.49280 0.30 0.06 0.24 0.25
H -2.94575 1.88752 -0.60622 0.31 -0.78 0.26 0.23
H 0.11920 -1.59394 1.29210 0.44 0.28 -0.06 0.19
H -2.24829 1.49602 1.09540 0.20 -0.30 -0.15 0.24
H -1.37428 -0.95803 -1.94750 -0.01 0.03 -0.14 0.25
H 1.42295 0.79356 -0.16852 0.05 0.32 -0.54 0.15
H -0.30786 0.39599 -2.28620 -0.01 0.15 -0.14 0.25
H -0.66574 0.08591 0.11753 -0.36 0.01 -0.43 0.47
H 2.97307 -0.88878 0.56922 -0.57 -0.77 0.15 0.37
```
Forces are in eV/Å.


Asked for max |F| across the records above, the calculation gives 0.121, 0.082 hartree/bohr in order.